{
  "formula": "C65H132ClNO32",
  "method": "ωB97M-V/def2-TZVPD",
  "gap_ev": 9.912,
  "e_homo_ev": -9.6,
  "fmax_ha_per_bohr": 0.07912,
  "lumo_energy_ev": 0.3,
  "energy_ha": -5478.36605,
  "multiplicity": 1,
  "charge": 0,
  "symbols": ["C", "C", "C", "N", "C", "C", "C", "C", "C", "C", "H", "H", "H", "H", "H", "H", "H", "H", "H", "H", "H", "H", "H", "H", "H", "H", "H", "H", "H", "H", "Cl", "O", "O", "O", "O", "O", "C", "O", "C", "C", "C", "H", "H", "H", "H", "H", "H", "H", "H", "O", "C", "O", "C", "C", "C", "H", "H", "H", "H", "H", "H", "H", "H", "O", "C", "O", "C", "C", "C", "H", "H", "H", "H", "H", "H", "H", "H", "O", "C", "O", "C", "C", "C", "H", "H", "H", "H", "H", "H", "H", "H", "O", "C", "O", "C", "C", "C", "H", "H", "H", "H", "H", "H", "H", "H", "O", "C", "O", "C", "C", "C", "H", "H", "H", "H", "H", "H", "H", "H", "O", "C", "O", "C", "C", "C", "H", "H", "H", "H", "H", "H", "H", "H", "O", "C", "O", "C", "C", "C", "H", "H", "H", "H", "H", "H", "H", "H", "O", "C", "O", "C", "C", "C", "H", "H", "H", "H", "H", "H", "H", "H", "O", "C", "O", "C", "C", "C", "H", "H", "H", "H", "H", "H", "H", "H", "O", "C", "O", "C", "C", "C", "H", "H", "H", "H", "H", "H", "H", "H", "O", "C", "O", "C", "C", "C", "H", "H", "H", "H", "H", "H", "H", "H", "O", "C", "O", "C", "C", "C", "H", "H", "H", "H", "H", "H", "H", "H", "O", "C", "O", "C", "C", "C", "H", "H", "H", "H", "H", "H", "H", "H"],
  "coordinates": [[-2.76098, -1.71270, 2.57801], [-3.05812, -2.91419, 1.64503], [-1.76479, -3.16382, 0.81552], [-1.72419, -4.43957, 0.01693], [-0.48370, -4.35182, -0.93723], [-0.18217, -5.63301, -1.75150], [0.00281, -6.78751, -0.80616], [-1.17360, -6.91623, 0.17752], [-1.44371, -5.66832, 0.93220], [-2.99308, -4.55299, -0.74755], [-3.61053, -1.34517, 3.04784], [-2.28895, -0.86367, 2.06496], [-2.00821, -2.04898, 3.35116], [-3.80630, -2.57831, 0.93281], [-3.36162, -3.79934, 2.21080], [-0.92881, -3.17957, 1.55252], [-1.60691, -2.30947, 0.19180], [0.33053, -4.17169, -0.28560], [-0.61201, -3.49492, -1.57676], [0.69573, -5.37705, -2.33568], [-1.02200, -5.81233, -2.46572], [0.89570, -6.62781, -0.24431], [0.13905, -7.70522, -1.36826], [-0.93155, -7.76439, 0.87257], [-2.06687, -7.38329, -0.30699], [-0.67704, -5.32194, 1.62619], [-2.32693, -5.83533, 1.53881], [-3.81319, -4.67117, -0.02270], [-2.95461, -5.43565, -1.39325], [-3.24978, -3.68796, -1.31288], [0.07055, 0.93076, -0.26478], [0.46284, 0.32323, 0.96587], [-0.60521, -0.05087, -1.03388], [-0.82559, 2.04158, -0.10157], [1.25920, 1.39823, -0.96652], [5.38223, 2.98823, -2.99974], [5.29067, 1.90161, -3.47911], [5.00977, 1.67032, -4.77420], [4.44437, 2.77652, -5.57023], [5.59914, 3.53350, -6.17127], [5.68897, 0.61392, -2.81290], [3.74385, 3.37896, -5.01702], [3.84910, 2.26697, -6.29299], [6.28587, 2.89497, -6.63999], [6.11042, 4.10813, -5.32884], [5.15252, 4.21057, -6.88916], [6.04302, -0.20697, -3.44129], [4.76819, 0.28379, -2.30445], [6.38613, 0.79202, -2.01660], [-2.27289, 0.41224, 5.89840], [-1.72541, -0.47487, 6.54901], [-0.42458, -0.53730, 6.72462], [0.40305, 0.47689, 6.08680], [1.32671, 1.08607, 7.14179], [-2.52263, -1.60201, 7.15732], [-0.32024, 1.18457, 5.68270], [0.94952, 0.01295, 5.22530], [2.03157, 1.76778, 6.64082], [1.88683, 0.26078, 7.63864], [0.70994, 1.49834, 7.90154], [-3.54693, -1.52198, 6.79881], [-2.55993, -1.37092, 8.22059], [-2.12004, -2.59245, 7.00904], [-8.71604, 2.92751, -3.08213], [-7.82753, 2.13560, -3.23406], [-6.71532, 2.02228, -2.55471], [-6.34926, 3.20270, -1.72677], [-7.13601, 3.15583, -0.44111], [-7.89280, 1.02454, -4.23057], [-6.59536, 4.08970, -2.33773], [-5.28595, 3.07152, -1.56952], [-6.72434, 3.81364, 0.28294], [-7.18266, 2.16929, -0.03079], [-8.10504, 3.50365, -0.65985], [-8.27362, 0.09701, -3.72570], [-6.86715, 0.80001, -4.57964], [-8.56473, 1.29137, -5.04901], [6.72555, -3.04139, 1.69259], [7.29475, -2.16632, 1.07580], [6.63608, -1.02095, 0.74661], [5.23051, -0.87986, 1.17309], [5.06388, 0.29597, 2.11021], [8.72747, -2.04077, 0.67970], [4.89506, -1.79226, 1.57902], [4.71039, -0.75300, 0.23268], [4.03838, 0.15964, 2.50369], [5.13964, 1.22596, 1.53098], [5.67988, 0.19900, 2.97521], [8.86254, -2.77482, -0.10285], [9.31749, -2.18972, 1.56103], [8.93776, -1.07355, 0.18092], [-2.79753, 4.50564, 3.64464], [-3.46957, 3.52008, 3.85172], [-3.54140, 2.46686, 3.03600], [-2.90654, 2.55050, 1.76149], [-3.79164, 3.23999, 0.80217], [-4.45228, 3.41015, 5.02072], [-2.81647, 1.53409, 1.45069], [-1.90833, 3.01587, 1.84952], [-3.33180, 3.14448, -0.16123], [-3.99404, 4.23903, 1.21455], [-4.74983, 2.68018, 0.71046], [-5.39447, 3.84990, 4.74286], [-4.00751, 3.86756, 5.90227], [-4.64870, 2.36498, 5.23131], [4.36021, 5.06910, 4.79377], [4.42757, 5.03049, 3.59957], [3.44117, 4.70068, 2.77275], [2.32890, 4.13234, 3.47993], [1.76606, 2.95387, 2.61610], [5.62734, 5.43735, 2.78143], [1.65858, 4.96885, 3.67574], [2.73891, 3.73555, 4.39350], [2.58162, 2.30611, 2.23108], [1.21892, 3.25050, 1.68210], [1.14033, 2.40380, 3.29999], [5.70412, 4.93809, 1.86955], [6.55925, 5.32645, 3.34327], [5.54026, 6.51033, 2.52439], [1.41089, 5.31123, -4.61648], [2.47619, 5.71562, -4.30029], [3.08241, 5.54917, -3.09045], [2.46085, 4.59545, -2.15425], [3.42329, 4.52696, -0.99260], [3.21527, 6.77804, -5.05360], [2.33679, 3.65477, -2.65681], [1.48183, 5.03869, -1.82909], [3.22852, 3.57724, -0.40893], [3.42611, 5.35541, -0.20838], [4.39046, 4.47361, -1.48843], [3.04118, 6.47196, -6.07620], [4.27029, 6.88066, -4.79556], [2.70391, 7.73542, -4.81677], [-4.98864, -1.96525, -1.58198], [-5.17837, -1.02319, -0.84583], [-6.39539, -0.77182, -0.28491], [-7.45920, -1.58542, -0.79610], [-8.76208, -0.94877, -0.39936], [-4.10390, -0.04990, -0.38673], [-7.29819, -2.56370, -0.28437], [-7.49431, -1.73526, -1.87182], [-8.94574, 0.05360, -0.92161], [-8.81038, -0.66449, 0.66337], [-9.63333, -1.58705, -0.55502], [-4.25650, 0.04483, 0.73326], [-4.29079, 0.96537, -0.84342], [-3.10565, -0.35699, -0.62713], [-1.24263, -5.09149, 4.82784], [-0.13611, -5.14794, 5.29913], [0.55152, -6.26561, 5.43387], [0.00227, -7.44366, 4.85233], [1.08593, -8.03996, 3.96466], [0.64916, -3.97718, 5.80796], [-0.93118, -7.21704, 4.30469], [-0.09613, -8.06522, 5.76196], [2.04370, -8.23231, 4.45357], [1.27450, -7.41143, 3.10536], [0.70205, -9.01649, 3.75505], [0.13977, -3.05789, 5.66865], [1.62022, -3.87611, 5.28304], [0.87692, -4.14322, 6.86569], [0.99445, -4.29670, 2.54088], [1.90866, -3.51508, 2.45999], [3.21800, -3.85373, 2.40119], [3.41911, -5.26687, 2.48685], [4.82680, -5.53970, 2.96979], [1.69448, -2.02315, 2.43953], [3.34245, -5.57638, 1.44753], [2.67155, -5.57823, 3.16897], [5.53225, -4.90736, 2.39934], [4.98484, -6.61019, 2.92771], [4.87518, -5.20865, 4.02450], [1.85970, -1.67210, 1.33794], [2.49360, -1.51637, 2.92743], [0.71441, -1.73487, 2.79348], [-2.28554, 7.60686, -1.98388], [-1.12030, 7.44846, -2.21189], [-0.24024, 6.76771, -1.38575], [-0.81955, 6.30849, -0.16132], [0.23017, 6.20515, 0.87785], [-0.45076, 7.88942, -3.44318], [-1.38851, 5.39586, -0.38189], [-1.59521, 7.00288, 0.21402], [-0.28492, 5.97527, 1.78733], [0.76383, 7.10492, 0.98482], [0.91784, 5.40587, 0.65389], [0.01866, 7.03108, -3.90012], [0.37123, 8.52215, -3.07406], [-1.15836, 8.44626, -4.07212], [2.39955, -4.20851, -0.98978], [3.40663, -3.50830, -1.09460], [3.42328, -2.23778, -1.46725], [2.13141, -1.54702, -1.77540], [1.49564, -2.03338, -3.05670], [4.75071, -4.18810, -0.73089], [2.46286, -0.53985, -1.94191], [1.40224, -1.52816, -0.99770], [2.01060, -1.75542, -3.97633], [0.55134, -1.53703, -3.14753], [1.34334, -3.12008, -2.97485], [5.56600, -3.74377, -1.30548], [4.66775, -5.21862, -0.96582], [5.05349, -3.97614, 0.29944], [-1.57006, -4.06222, -3.82886], [-1.34236, -3.30461, -4.75624], [-1.97720, -2.09860, -4.93028], [-2.76175, -1.67654, -3.79061], [-3.63720, -0.56901, -4.27340], [-0.46162, -3.68563, -5.93051], [-2.12585, -1.36776, -2.94578], [-3.29893, -2.50423, -3.37777], [-4.34041, -0.16123, -3.55480], [-4.17086, -0.93178, -5.12731], [-3.07041, 0.31920, -4.52519], [0.40704, -4.19414, -5.56145], [-0.12880, -2.86485, -6.56098], [-1.13611, -4.33399, -6.53960], [-2.88420, 2.47656, -2.52271], [-1.88525, 2.71606, -3.13892], [-1.34597, 1.76558, -3.93485], [0.11475, 1.87524, -4.15608], [0.60082, 0.72146, -5.04120], [-1.21528, 4.08462, -3.03455], [0.64013, 1.69456, -3.12036], [0.38291, 2.89039, -4.46076], [1.62718, 0.52334, -4.81976], [0.49901, 1.00728, -6.09534], [-0.05874, -0.13047, -4.85246], [-1.98637, 4.83239, -2.78412], [-0.58226, 4.36570, -3.89541], [-0.66828, 3.94558, -2.09618]],
  "lowdin_charge": [-0.0698, -0.1850, -0.1174, -0.1994, -0.0824, -0.1694, -0.1807, -0.1700, -0.0926, 0.0183, 0.0515, 0.0723, 0.0913, 0.0800, 0.1137, 0.1189, 0.1140, 0.0867, 0.1087, 0.1029, 0.1071, 0.1000, 0.1145, 0.1289, 0.1268, 0.1071, 0.1275, 0.1103, 0.1064, 0.0746, 0.6249, -0.3457, -0.3536, -0.3313, -0.3691, 0.1164, -0.5419, -0.0193, -0.1847, -0.0557, 0.0358, 0.0992, 0.1094, 0.0587, 0.1091, 0.0751, 0.0934, 0.0799, 0.0781, 0.0609, -0.5421, -0.0168, -0.1946, -0.0509, 0.0321, 0.1038, 0.1274, 0.0811, 0.0874, 0.0653, 0.0893, 0.0905, 0.0719, 0.1035, -0.6165, -0.0167, -0.1425, -0.0618, 0.0193, 0.1368, 0.0822, 0.0640, 0.0723, 0.0596, 0.0933, 0.0862, 0.0872, 0.0644, -0.5137, -0.0261, -0.1884, -0.0363, 0.0301, 0.0790, 0.1060, 0.0678, 0.0877, 0.0746, 0.0880, 0.0871, 0.0999, 0.0820, -0.5321, -0.0045, -0.2480, -0.0614, 0.0262, 0.0768, 0.1218, 0.0529, 0.1000, 0.0709, 0.0789, 0.0849, 0.0712, 0.1018, -0.5639, -0.0224, -0.1805, -0.0357, 0.0249, 0.1275, 0.0959, 0.0699, 0.0680, 0.0570, 0.0515, 0.0899, 0.1019, 0.0933, -0.5791, -0.0237, -0.1872, -0.0717, 0.0248, 0.1014, 0.1141, 0.0878, 0.0942, 0.0506, 0.0834, 0.0889, 0.1006, 0.0741, -0.5024, -0.0189, -0.2397, -0.0796, 0.0431, 0.1351, 0.1153, 0.0967, 0.0791, 0.0752, 0.1040, 0.0925, 0.0613, 0.0827, -0.5698, -0.0149, -0.1987, -0.0592, 0.0362, 0.1236, 0.1350, 0.0839, 0.0604, 0.0677, 0.0559, 0.0937, 0.1015, 0.0634, -0.5153, -0.0141, -0.2233, -0.0411, 0.0382, 0.1187, 0.0862, 0.0584, 0.0785, 0.0903, 0.1172, 0.0610, 0.0756, 0.1111, -0.5467, -0.0424, -0.2389, -0.0504, 0.0266, 0.1181, 0.1310, 0.0798, 0.0749, 0.0565, 0.0615, 0.1034, 0.1043, 0.0488, -0.4788, 0.0073, -0.1500, -0.0497, 0.0440, 0.0928, 0.0820, 0.0836, 0.0558, 0.0711, 0.0863, 0.0757, 0.0544, 0.0639, -0.4906, -0.0103, -0.2198, -0.0467, 0.0279, 0.1189, 0.0848, 0.0695, 0.0776, 0.0616, 0.0739, 0.0814, 0.1083, 0.0912, -0.5191, -0.0201, -0.1809, -0.0494, 0.0304, 0.1252, 0.0869, 0.0549, 0.0809, 0.0626, 0.0986, 0.0675, 0.0824]
}